Record 1
{
  "formula": "C19H19N3O4RuS2Se",
  "method": "ωB97M-V with the def2-TZVPD basis set",
  "species": ["Ru", "C", "C", "C", "C", "C", "C", "C", "C", "C", "H", "H", "H", "H", "H", "H", "H", "H", "H", "H", "H", "H", "S", "C", "S", "C", "C", "N", "C", "N", "C", "C", "C", "C", "N", "C", "C", "H", "H", "H", "H", "H", "H", "H", "O", "Se", "O", "O", "O"],
  "xyz": [[0.3405, -0.1732, 0.0017], [-4.2671, -0.7077, -0.2430], [-3.0870, -0.3414, 0.6149], [-2.3413, -1.3202, 1.2559], [-1.2627, -1.0069, 2.0881], [-0.6109, -2.0774, 2.9202], [-0.9047, 0.3452, 2.2439], [-1.5844, 1.3370, 1.5339], [-1.1942, 2.7783, 1.6874], [-2.6814, 0.9745, 0.7473], [-5.1835, -0.7526, 0.3516], [-4.1210, -1.6794, -0.7144], [-4.4165, 0.0266, -1.0350], [-2.6089, -2.3641, 1.1245], [-1.2154, -2.2535, 3.8145], [0.3890, -1.7825, 3.2291], [-0.5442, -3.0138, 2.3658], [-0.1307, 0.6062, 2.9535], [-1.7625, 3.2421, 2.4974], [-1.4014, 3.3331, 0.7709], [-0.1319, 2.8630, 1.9140], [-3.2019, 1.7498, 0.1958], [-0.3678, 1.4712, -1.4899], [-0.8676, 0.2245, -2.5709], [-0.8459, -1.2724, -1.7406], [-1.2163, 0.4066, -3.8957], [-1.5826, -0.7030, -4.7126], [-1.8803, -1.6027, -5.3702], [-1.2197, 1.7074, -4.4797], [-1.2162, 2.7619, -4.9473], [5.3807, -0.1583, -3.9300], [4.1755, -0.1554, -3.0356], [3.2958, -1.2277, -2.9965], [2.2117, -1.2041, -2.1454], [1.9418, -0.1677, -1.3383], [2.7961, 0.8668, -1.3596], [3.9006, 0.9020, -2.1837], [5.1793, -0.6914, -4.8590], [6.2157, -0.6572, -3.4331], [5.6945, 0.8569, -4.1706], [3.4429, -2.0970, -3.6246], [1.5334, -2.0391, -2.0951], [2.5677, 1.6847, -0.6967], [4.5442, 1.7712, -2.1468], [2.1858, -0.2934, 3.4284], [2.5045, -0.1558, 1.8514], [4.0580, -0.0596, 1.4388], [1.6782, -1.3826, 0.9741], [1.5736, 1.0831, 1.1587]],
  "forces_ev_per_angstrom": [[1.4, 1.2, -0.4], [0.0, 0.0, 0.0], [0.0, -0.2, -0.1], [-0.1, -0.1, 0.2], [-0.3, 0.0, 0.0], [0.0, 0.0, -0.1], [-0.1, -0.4, -0.3], [-0.5, 0.0, 0.1], [0.1, 0.0, -0.1], [0.0, 0.3, 0.2], [0.0, 0.0, 0.0], [0.0, 0.0, 0.0], [0.0, 0.0, 0.0], [0.0, 0.0, 0.0], [0.0, 0.0, 0.0], [0.0, 0.0, 0.0], [0.0, 0.0, 0.0], [0.1, 0.0, -0.1], [0.0, 0.0, 0.0], [0.0, 0.0, 0.0], [0.0, 0.0, 0.0], [0.0, 0.0, 0.0], [-0.3, 0.3, 0.0], [-0.1, -0.1, -0.1], [-0.4, -0.4, 0.1], [0.0, 0.0, 0.0], [0.0, 0.1, 0.0], [0.0, 0.0, 0.0], [0.0, -0.1, 0.0], [0.0, -0.1, 0.0], [0.0, 0.0, 0.0], [0.0, 0.0, 0.0], [0.0, 0.0, 0.0], [0.0, -0.1, 0.3], [0.3, -0.3, -0.4], [-0.3, 0.0, 0.0], [0.1, 0.1, 0.0], [0.0, 0.0, 0.0], [0.0, 0.0, 0.0], [0.0, 0.0, 0.0], [0.0, 0.0, 0.0], [0.0, 0.0, 0.0], [0.0, 0.0, 0.0], [0.0, 0.0, 0.0], [0.2, 0.0, -0.2], [-0.4, -0.2, 0.0], [-0.3, 0.0, 0.0], [0.2, -0.3, 0.5], [0.3, 0.1, 0.4]],
  "multiplicity": 2,
  "total_charge": -1,
  "de_lowest_kcal_mol": 13.65
}

Record 2
{
  "formula": "C39H35F5FeN7O2S4",
  "method": "ωB97M-V with the def2-TZVPD basis set",
  "species": ["Fe", "C", "C", "N", "C", "C", "N", "C", "C", "C", "C", "C", "N", "C", "C", "N", "C", "C", "N", "C", "C", "C", "N", "C", "C", "H", "H", "H", "H", "H", "H", "H", "H", "H", "H", "H", "H", "O", "S", "C", "C", "C", "C", "S", "O", "C", "C", "C", "C", "C", "C", "C", "C", "C", "C", "C", "C", "H", "H", "H", "H", "H", "H", "H", "H", "H", "H", "H", "H", "H", "H", "H", "H", "H", "H", "S", "C", "N", "C", "C", "S", "H", "H", "H", "H", "H", "F", "C", "F", "C", "F", "F", "F"],
  "xyz": [[-0.5949, -0.0206, 0.0274], [-2.4879, -1.8054, 3.7550], [-2.2730, -1.5167, 2.4117], [-1.6116, -0.4299, 2.0434], [-1.2037, 0.4116, 3.0011], [-1.3897, 0.0907, 4.3393], [-2.0161, -1.0194, 4.7127], [-0.6730, 1.7128, 2.5138], [-0.3663, 2.7910, 3.3209], [-0.0769, 4.0215, 2.7253], [-0.1840, 4.1255, 1.3414], [-0.4814, 2.9935, 0.6011], [-0.6542, 1.8111, 1.1835], [-0.7343, 2.9723, -0.8591], [-0.8071, 4.1064, -1.6554], [-1.1331, 4.0406, -2.9407], [-1.3875, 2.8393, -3.4373], [-1.3008, 1.6901, -2.6582], [-0.9804, 1.7625, -1.3745], [0.2939, 5.1912, 3.5519], [1.1342, 5.0422, 4.6482], [1.4696, 6.1682, 5.3866], [1.0175, 7.3852, 5.1059], [0.2076, 7.5221, 4.0616], [-0.1780, 6.4631, 3.2520], [-3.0353, -2.6884, 4.0588], [-2.6279, -2.1679, 1.6235], [-1.0358, 0.7367, 5.1326], [-0.3889, 2.7083, 4.3978], [-0.0116, 5.0770, 0.8600], [-0.6131, 5.0942, -1.2577], [-1.6616, 2.7770, -4.4829], [-1.4827, 0.7085, -3.0708], [1.5506, 4.0785, 4.9125], [2.1330, 6.0867, 6.2391], [-0.1540, 8.5234, 3.8617], [-0.8593, 6.6342, 2.4286], [-2.1257, -1.0889, -0.9307], [-3.2731, -1.7787, -1.6367], [-2.7665, -3.5219, -1.7930], [-1.2692, -3.7827, -1.6079], [-0.9215, -4.1822, -0.1752], [0.5681, -4.4071, 0.0429], [1.5055, -2.8422, 0.2791], [0.4426, -1.7622, 0.1354], [1.9514, -2.9851, 1.9954], [1.1186, -2.5553, 3.0132], [1.5186, -2.7291, 4.3293], [2.7402, -3.3287, 4.6103], [3.5722, -3.7448, 3.5797], [3.1847, -3.5656, 2.2600], [-3.2041, -1.2427, -3.3278], [-4.2368, -0.4077, -3.7338], [-4.2095, 0.1402, -5.0103], [-3.1558, -0.1542, -5.8621], [-2.1262, -0.9960, -5.4483], [-2.1430, -1.5446, -4.1782], [-3.1400, -3.8469, -2.7637], [-3.3445, -4.0504, -1.0327], [-0.6791, -2.9104, -1.8941], [-0.9916, -4.5973, -2.2809], [-1.4268, -5.1185, 0.0747], [-1.2889, -3.4230, 0.5160], [1.0292, -4.8808, -0.8250], [0.7664, -5.0253, 0.9163], [0.1787, -2.0860, 2.7724], [0.8753, -2.4018, 5.1360], [3.0476, -3.4666, 5.6378], [4.5276, -4.1995, 3.8018], [3.8373, -3.8673, 1.4492], [-5.0554, -0.1908, -3.0589], [-5.0140, 0.7840, -5.3379], [-3.1390, 0.2613, -6.8609], [-1.3133, -1.2289, -6.1228], [-1.3327, -2.1861, -3.8580], [1.1539, -0.5779, -2.3897], [2.2223, 0.5286, -3.0302], [3.2372, 0.2386, -3.8373], [3.9390, 1.3543, -4.4668], [3.7745, 2.5242, -3.5037], [2.1589, 2.2422, -2.7133], [3.3568, -0.7125, -4.1530], [3.4867, 1.5768, -5.4361], [4.9867, 1.1018, -4.6156], [3.7648, 3.4803, -4.0195], [4.5429, 2.5336, -2.7330], [1.9004, 0.3310, 1.7572], [2.7413, 0.5751, 0.7728], [3.4783, -0.4711, 0.5009], [3.4844, 1.8855, 0.9260], [4.3713, 2.0203, -0.0537], [2.6054, 2.8937, 0.8746], [4.1221, 1.9595, 2.0974]],
  "forces_ev_per_angstrom": [[-0.4, -0.1, -0.5], [0.0, 0.0, 0.0], [0.0, -0.1, 0.0], [0.1, 0.1, 0.0], [0.0, 0.0, 0.0], [0.0, 0.0, 0.0], [0.0, 0.0, 0.0], [0.0, 0.0, 0.0], [0.0, 0.0, 0.0], [0.0, 0.0, 0.0], [0.0, 0.0, 0.0], [0.0, 0.1, 0.0], [0.1, -0.2, 0.0], [0.0, 0.0, -0.1], [0.0, 0.0, 0.0], [0.0, 0.0, 0.0], [0.0, 0.0, 0.0], [0.0, 0.0, 0.0], [0.1, 0.0, 0.1], [0.0, 0.0, 0.0], [0.0, 0.0, 0.0], [0.0, 0.0, 0.0], [0.0, 0.0, 0.0], [0.0, 0.0, 0.0], [0.0, 0.0, 0.0], [0.0, 0.0, 0.0], [0.0, 0.0, 0.0], [0.0, 0.0, 0.0], [0.0, 0.0, 0.0], [0.0, 0.0, 0.0], [0.0, 0.0, 0.0], [0.0, 0.0, 0.0], [0.0, 0.0, 0.0], [0.0, 0.0, 0.0], [0.0, 0.0, 0.0], [0.0, 0.0, 0.0], [0.0, 0.0, 0.0], [0.0, 0.0, 0.1], [0.1, 0.0, -0.1], [0.0, 0.0, 0.0], [0.0, 0.0, -0.1], [-0.1, 0.0, 0.0], [0.0, 0.0, 0.0], [0.1, 0.0, -0.3], [-0.1, 0.0, 0.8], [0.0, 0.0, -0.1], [0.0, 0.0, 0.1], [0.0, 0.0, 0.0], [0.0, 0.0, 0.0], [0.0, 0.0, 0.0], [0.0, 0.0, -0.1], [0.0, 0.0, 0.0], [0.0, 0.0, 0.0], [0.0, 0.0, 0.0], [0.0, 0.0, 0.0], [0.0, 0.0, 0.0], [0.0, 0.0, 0.0], [0.0, 0.0, 0.0], [0.0, 0.0, 0.0], [0.0, 0.0, 0.0], [0.0, 0.0, 0.0], [0.0, 0.0, 0.0], [0.0, 0.0, 0.0], [0.0, 0.0, 0.0], [0.0, 0.0, 0.0], [-0.1, 0.0, 0.0], [0.0, 0.0, 0.0], [0.0, 0.0, 0.0], [0.0, 0.0, 0.0], [0.0, 0.0, 0.0], [0.0, 0.0, 0.0], [0.0, 0.0, 0.0], [0.0, 0.0, 0.0], [0.0, 0.0, 0.0], [0.0, 0.0, 0.0], [0.0, 0.1, 0.0], [0.1, 0.0, 0.0], [0.0, 0.0, 0.0], [0.0, 0.0, 0.0], [0.0, 0.0, 0.0], [0.0, 0.0, 0.0], [0.0, 0.0, 0.0], [0.0, 0.0, 0.0], [0.0, 0.0, 0.0], [0.0, 0.0, 0.0], [0.0, 0.0, 0.0], [-0.3, 0.0, 0.4], [0.1, 0.2, -0.3], [0.2, -0.1, -0.1], [0.0, 0.1, 0.0], [0.0, 0.0, 0.0], [0.0, 0.0, 0.0], [0.0, 0.0, 0.0]],
  "multiplicity": 6,
  "total_charge": 2,
  "de_lowest_kcal_mol": 6.46
}

Record 3
{
  "formula": "C4H11NO",
  "method": "ωB97M-V with the def2-TZVPD basis set",
  "species": ["C", "N", "C", "C", "C", "H", "H", "H", "H", "H", "H", "H", "H", "H", "H", "H", "O"],
  "xyz": [[0.1478, -1.6279, -0.1380], [0.1805, -0.5831, -1.1638], [0.6760, 0.6790, -0.6040], [0.5863, 0.4747, 0.9024], [0.9261, -1.0123, 1.0241], [0.5897, -2.5667, -0.4771], [-0.8836, -1.8497, 0.1699], [0.5742, -0.8594, -2.0469], [0.1140, 1.5188, -0.9943], [1.7321, 0.8344, -0.8773], [1.3650, 1.0625, 1.3989], [-0.3934, 0.7670, 1.2810], [0.7573, -1.4940, 1.9797], [1.9901, -1.1004, 0.7911], [-3.3662, 1.4673, -0.1475], [-2.4759, 2.3642, -0.9778], [-2.5202, 1.9255, -0.1203]],
  "forces_ev_per_angstrom": [[0.0, 0.1, 0.2], [-0.6, -0.1, -0.1], [0.5, -0.5, -0.4], [0.5, 0.3, 0.2], [0.0, 0.0, -0.4], [0.0, 0.0, -0.1], [0.1, 0.0, -0.1], [0.2, 0.0, 0.1], [-0.2, 0.2, 0.2], [-0.1, 0.1, 0.0], [-0.3, 0.1, 0.1], [0.0, -0.2, 0.0], [-0.2, 0.1, 0.2], [0.1, -0.1, 0.1], [0.0, -0.1, 0.1], [0.1, 0.0, 0.1], [-0.1, 0.1, -0.2]],
  "total_charge": 0,
  "de_lowest_kcal_mol": 21.86,
  "smiles": "C1CCNC1.O"
}